Below is C19H18F3NO5 in the gas phase, with properties calculated with the ωB97M-V functional and the def2-TZVPD basis.

Geometry as XYZ:
```
46
Properties=species:S:1:pos:R:3:mulliken_charge:R:1
C -3.793 -2.891 1.012 -0.710
O -3.477 -1.815 0.132 -0.350
C -2.649 -0.893 0.610 0.127
O -2.171 -0.902 1.707 -0.548
C -2.401 0.209 -0.450 1.350
O -2.732 -0.218 -1.737 -0.706
C -0.951 0.652 -0.397 0.244
C -0.138 0.441 -1.501 -0.779
C 1.202 0.766 -1.450 -0.574
C 1.749 1.302 -0.288 -0.176
N 3.127 1.601 -0.241 0.254
C 3.652 2.408 -1.330 -1.221
C 4.018 1.139 0.672 0.673
O 5.189 1.470 0.640 -0.672
C 3.572 0.176 1.777 -0.600
O 2.390 -0.564 1.620 -0.441
C 2.275 -1.439 0.580 0.636
C 1.042 -2.084 0.480 -0.389
C 0.805 -2.963 -0.555 -0.322
C 1.790 -3.219 -1.497 -0.680
C 3.015 -2.589 -1.389 -0.665
C 3.266 -1.698 -0.358 -0.473
C 0.921 1.559 0.799 -0.583
C -0.418 1.225 0.752 -0.075
C -3.351 1.381 -0.087 0.557
F -3.101 2.474 -0.808 -0.290
F -3.322 1.743 1.198 -0.264
F -4.625 1.028 -0.347 -0.298
H -4.413 -3.575 0.439 0.274
H -2.878 -3.382 1.347 0.297
H -4.334 -2.516 1.882 0.310
H -3.586 -0.671 -1.724 0.403
H -0.558 0.008 -2.393 0.491
H 1.831 0.572 -2.304 0.294
H 2.900 3.134 -1.634 0.335
H 3.931 1.789 -2.185 0.367
H 4.544 2.920 -0.971 0.408
H 4.432 -0.485 1.961 0.374
H 3.417 0.769 2.685 0.342
H 0.291 -1.862 1.222 0.547
H -0.155 -3.453 -0.632 0.405
H 1.602 -3.906 -2.308 0.406
H 3.791 -2.786 -2.115 0.421
H 4.229 -1.212 -0.298 0.389
H 1.331 2.005 1.691 0.440
H -1.033 1.401 1.619 0.470
```

Output
* total charge: 0
* energy above the lowest of the compared OMol25 structures with the same formula, charge and spin: 11.37 kcal per mole
* calculated total energy: -39875.7727 eV
* HOMO energy: -8.57 eV
* SMILES: COC(=O)[C@](O)(c1ccc(N(C)C(=O)COc2ccccc2)cc1)C(F)(F)F

=====

Below is a molecular structure, C19H18IrNOS at a distorted geometry, with properties calculated with the ωB97M-V functional and the def2-TZVPD basis.

Geometry as XYZ:
```
41
Properties=species:S:1:pos:R:3:mulliken_charge:R:1
C 1.110 1.569 1.699 -0.354
C 1.810 1.826 0.273 -0.233
C 0.774 2.166 -0.599 -0.773
H 2.913 1.465 -0.040 0.471
C -0.446 2.312 0.149 -0.201
C -0.265 1.855 1.503 -0.991
H -0.963 1.871 2.310 0.498
H 1.568 1.072 2.673 0.539
H 0.962 2.439 -1.636 0.393
H -1.343 2.773 -0.214 0.707
C 0.725 -1.973 -1.132 -0.588
C 1.866 -1.663 -0.433 -0.394
C 1.618 -1.909 1.104 -0.392
H 2.849 -1.102 -0.863 0.402
C 0.138 -2.156 1.146 -0.746
C -0.315 -2.359 -0.206 -0.199
H -1.248 -2.786 -0.423 0.563
H 0.658 -2.064 -2.226 0.463
H 2.154 -1.591 1.969 0.819
H -0.317 -2.304 2.112 0.389
Ir -0.144 0.010 -0.044 0.731
O -1.191 -0.033 -1.598 -0.213
C -1.936 0.979 -2.221 -0.670
C -3.273 1.067 -1.601 -0.468
H -1.420 1.952 -2.228 0.367
H -1.970 0.564 -3.227 0.471
H -3.349 1.707 -0.740 0.362
H -5.691 2.104 -1.749 0.366
C -5.658 1.063 -2.085 -0.441
C -4.395 0.386 -2.066 0.609
C -4.377 -0.974 -2.529 -0.294
H -3.432 -1.526 -2.499 0.309
C -5.539 -1.587 -2.981 -0.575
H -5.497 -2.621 -3.324 0.376
C -6.760 -0.890 -3.009 -0.424
H -7.659 -1.379 -3.373 0.382
C -6.804 0.440 -2.562 -0.515
H -7.747 0.989 -2.580 0.361
S 1.832 0.162 0.907 0.248
C 3.541 -0.053 1.803 0.095
N 4.539 -0.136 2.418 -0.450
```

Output
* total charge: +1
* energy above the lowest of the compared OMol25 structures with the same formula, charge and spin: 194.99 kcal per mole
* calculated total energy: -37182.6617 eV
* HOMO energy (spin up / spin down): -10.24 / -11.76 eV
* ⟨S²⟩: 8.828
* 2S+1: 6

=====

Below is a molecular structure, C19H18N3PtS3Sb at a distorted geometry, with properties calculated with the ωB97M-V functional and the def2-TZVPD basis.

Geometry as XYZ:
```
45
Properties=species:S:1:pos:R:3:mulliken_charge:R:1
Pt 0.124 -0.353 0.382 1.064
C 2.162 3.666 0.441 -1.177
C 1.900 2.871 -0.805 0.356
C 2.922 2.514 -1.679 -0.388
C 2.613 1.750 -2.793 -0.580
C 1.296 1.362 -3.002 -0.446
C 0.337 1.758 -2.083 0.216
N 0.639 2.513 -1.026 -0.078
Sb -1.755 1.272 -2.257 0.683
C -2.188 1.621 -0.179 0.388
C -3.272 2.444 0.075 -0.866
C -3.622 2.731 1.388 -0.505
C -2.875 2.178 2.407 -0.817
C -1.801 1.350 2.095 0.838
C -0.963 0.733 3.173 -1.479
N -1.476 1.083 0.823 -0.145
C -1.602 -0.884 -2.101 0.274
C -1.082 -1.663 -3.126 -0.538
C -1.078 -3.041 -2.982 -0.595
C -1.601 -3.604 -1.828 -0.376
C -2.103 -2.764 -0.843 0.341
C -2.652 -3.291 0.449 -1.178
N -2.110 -1.437 -0.996 -0.207
H 3.224 3.690 0.680 0.361
H 1.620 3.216 1.273 0.165
H 1.807 4.692 0.334 0.336
H 3.941 2.812 -1.476 0.367
H 3.392 1.446 -3.481 0.405
H 1.034 0.749 -3.855 0.261
H -3.834 2.862 -0.749 0.413
H -4.462 3.377 1.607 0.403
H -3.106 2.372 3.445 0.438
H -1.313 1.035 4.158 0.406
H 0.081 1.026 3.055 0.236
H -0.991 -0.355 3.099 0.270
H -0.675 -1.207 -4.020 0.352
H -0.664 -3.672 -3.758 0.406
H -1.602 -4.676 -1.684 0.383
H -2.367 -4.330 0.605 0.372
H -3.741 -3.224 0.465 0.331
H -2.269 -2.691 1.274 0.152
S 4.107 -2.621 0.502 -0.270
C 2.705 -1.825 0.451 0.052
S 2.338 -0.131 0.739 -0.310
S 1.079 -2.372 0.099 -0.312
```

Output
* total charge: 0
* energy above the lowest of the compared OMol25 structures with the same formula, charge and spin: 34.78 kcal per mole
* calculated total energy: -66755.4069 eV
* HOMO energy: -7.69 eV

=====

Below is C19H18N4O4 in the gas phase at a distorted geometry, with properties calculated with the ωB97M-V functional and the def2-TZVPD basis.

Geometry as XYZ:
```
45
Properties=species:S:1:pos:R:3:mulliken_charge:R:1
C 5.677 3.254 1.138 -0.801
O 5.563 1.846 1.133 -0.425
C 4.575 1.202 0.499 0.693
C 4.444 -0.150 0.865 -0.689
C 3.410 -0.931 0.411 -0.628
C 2.432 -0.392 -0.429 -0.102
C 1.272 -1.177 -0.953 0.247
O 0.798 -0.982 -2.052 -0.652
N 0.805 -2.123 -0.105 -0.121
C -0.366 -2.915 -0.424 -0.423
C -0.324 -4.223 0.364 -1.464
C -1.657 -2.173 -0.144 0.201
C -1.739 -1.191 0.833 -0.305
C -2.933 -0.542 1.086 -0.566
C -4.073 -0.869 0.362 0.714
N -5.286 -0.221 0.618 0.080
C -5.460 1.080 1.020 -0.309
C -6.804 1.257 1.157 -0.483
N -7.459 0.100 0.867 -0.652
C -6.537 -0.756 0.544 -0.101
C -3.998 -1.854 -0.620 -0.414
C -2.801 -2.495 -0.865 -0.753
C 2.571 0.920 -0.841 -0.698
C 3.635 1.711 -0.412 0.649
N 3.725 3.005 -1.039 0.970
O 2.705 3.648 -1.147 -0.598
O 4.811 3.343 -1.467 -0.574
H 6.095 3.630 0.200 0.307
H 6.355 3.483 1.959 0.262
H 4.710 3.732 1.322 0.352
H 5.191 -0.548 1.533 0.446
H 3.370 -1.971 0.701 0.551
H 1.147 -2.164 0.842 0.420
H -0.315 -3.121 -1.499 0.421
H -0.379 -4.020 1.433 0.408
H -1.169 -4.848 0.091 0.419
H 0.595 -4.764 0.152 0.369
H -0.865 -0.916 1.404 0.326
H -2.982 0.213 1.856 0.421
H -4.640 1.758 1.134 0.394
H -7.341 2.137 1.446 0.402
H -6.720 -1.779 0.283 0.374
H -4.873 -2.099 -1.201 0.407
H -2.749 -3.247 -1.637 0.443
H 1.851 1.337 -1.530 0.485
```

Output
* total charge: 0
* energy above the lowest of the compared OMol25 structures with the same formula, charge and spin: 132.72 kcal per mole
* calculated total energy: -34142.8664 eV
* HOMO energy: -8.75 eV
* SMILES: COc1ccc(C(=O)N[C@@H](C)c2ccc(-n3ccnc3)cc2)cc1[N+](=O)[O-]